# 1
Formula: C4H9N3O2
Source: the Open Molecules 2025 dataset
Level of theory: ωB97M-V with the def2-TZVPD basis set

Last column: Mulliken charge in e.
Cartesian coordinates (Å):
H -2.466 0.049 -0.149  0.408
H 2.425 -1.331 0.970  0.380
N -0.904 1.419 -0.265  -0.011
N -0.150 2.037 0.717  -0.473
N -0.939 -2.333 -0.252  -0.570
H 1.060 -0.602 1.838  0.328
C 1.692 -0.522 0.950  -1.124
C 0.883 -0.611 -0.316  0.478
O 1.400 -0.657 -1.434  -0.550
C -0.595 -0.999 -0.152  0.626
C -1.385 0.074 -0.116  -0.682
H 0.064 2.986 0.404  0.235
H -0.272 -2.841 -0.835  0.268
H -1.894 -2.470 -0.573  0.249
H -0.730 2.155 1.549  0.218
O -0.610 1.845 -1.554  -0.444
H 0.214 1.360 -1.756  0.372
H 2.207 0.442 0.974  0.292

Cartesian forces, eV/Å:
-0.18 -0.46 0.15
0.00 0.08 -0.19
-2.81 -0.66 -0.62
1.99 0.73 1.50
0.26 -0.20 -0.11
0.06 0.09 -0.19
-0.04 0.53 0.18
0.72 -2.30 -0.75
-0.90 0.68 1.49
0.54 1.60 -1.11
-0.11 0.66 -0.19
-0.25 -0.33 -0.12
-0.37 0.07 0.29
0.29 -0.04 0.14
-0.12 -0.01 -0.31
0.99 -0.55 0.37
-0.09 0.27 -0.56
0.03 -0.16 0.04

Results
LUMO level: 0.8 eV
E_tot: -12855.152 eV
max |F|: 2.95 eV/A
SMILES string: CC(=O)/C(N)=C\N(N)O
charge: 0


# 2
Formula: C20H36N2O4PS
Source: the Open Molecules 2025 dataset
Level of theory: ωB97M-V with the def2-TZVPD basis set

Last column: Mulliken charge in e.
Cartesian coordinates (Å):
C -1.473 0.672 -2.745  -0.309
H -4.449 0.452 3.378  0.155
O 5.507 0.861 -2.086  -0.132
H 0.426 1.918 4.869  0.292
C -2.249 2.829 5.035  -0.608
C -5.098 -0.462 1.508  -0.721
H -2.603 -1.111 -4.026  0.368
C -4.523 1.536 0.416  -0.485
C 2.156 -3.930 -1.400  -0.660
H -3.220 0.907 5.262  0.066
H 1.671 -4.988 -1.134  0.284
O -1.177 0.750 5.399  -0.448
H -5.668 -0.046 -0.564  0.408
H -3.951 -0.408 -0.301  -0.104
C 0.097 0.564 -2.247  0.423
C -2.133 -0.824 -2.984  -0.164
H 1.293 -3.150 -1.538  0.108
H -6.120 -0.212 1.814  0.283
O -3.925 1.584 1.719  -0.424
N -2.135 -1.689 -1.907  -0.481
C 2.758 -0.585 -2.568  0.465
C -4.104 0.309 2.350  -0.212
C 2.925 -3.009 -3.893  -0.494
H -1.723 3.517 5.708  0.297
H 3.537 -3.425 -4.830  0.332
P 2.985 2.346 0.840  0.042
H 3.942 -1.022 -4.473  0.330
C 3.675 -1.605 -3.466  -0.494
C 3.095 -4.173 -2.722  -0.509
H -0.105 0.768 3.621  0.244
H 0.023 2.159 -0.432  0.199
H 2.785 -5.213 -3.189  0.353
C -1.383 2.521 3.841  0.136
H 2.799 -3.612 -0.453  0.206
H -3.131 -0.192 2.374  0.268
C -0.449 1.465 4.391  -0.403
C 2.354 1.224 -0.622  0.392
H 1.823 -2.880 -4.266  0.226
H -4.973 -1.545 1.585  0.381
H -2.604 -2.595 -2.153  0.247
N 3.280 0.255 -1.384  0.203
C 4.749 0.092 -1.045  -0.454
H -2.144 1.343 -2.041  0.104
C 0.745 1.424 -0.993  -0.662
C -4.832 0.083 0.128  -0.021
H -5.438 2.137 0.447  0.276
H 5.072 0.541 -0.013  0.326
H -3.213 3.274 4.776  0.335
H 3.625 1.515 1.843  0.162
H 4.210 -4.265 -2.371  0.241
H 5.092 -1.051 -1.022  0.315
H 4.702 -1.903 -2.992  0.142
H -1.997 2.096 3.038  -0.162
H 3.913 3.347 0.296  0.183
C -2.383 1.471 5.688  -0.277
H -1.476 1.193 -3.819  0.291
C 1.159 -0.448 -3.039  -0.485
S 1.546 3.302 1.746  -0.293
H -2.522 1.537 6.771  0.306
O 6.694 0.333 -2.259  -0.404
H 6.556 -0.311 -3.032  0.360
H -3.842 1.974 -0.319  0.167
H 0.702 -1.036 -3.959  0.229
H -0.856 3.392 3.444  0.262

Cartesian forces, eV/Å:
0.42 -0.32 -1.03
0.09 0.09 -0.13
-5.36 0.73 1.74
0.08 0.02 -0.09
-0.13 0.50 0.39
-0.51 -0.25 0.35
1.01 0.85 2.07
-0.17 0.39 0.20
0.04 -0.83 0.63
-0.06 0.06 0.08
0.96 2.49 -0.42
-0.07 0.28 -0.21
0.08 0.05 0.07
-0.09 0.03 0.01
4.20 -0.79 0.76
0.05 -2.40 3.70
1.67 -1.50 0.09
0.12 -0.08 0.00
-0.16 -0.21 -0.31
-0.18 3.25 -4.86
-3.27 1.40 0.38
0.33 0.00 0.29
1.22 -0.95 -0.13
-0.11 -0.06 -0.04
-1.31 1.09 1.96
-0.93 0.85 0.50
-0.68 -1.01 2.27
-0.11 0.40 -0.67
-0.75 0.07 -0.09
-0.02 -0.05 0.12
2.03 -1.52 -0.86
0.73 2.24 0.82
-0.06 -0.06 -0.70
-1.37 -0.59 -2.06
-0.02 -0.09 0.09
0.32 -0.15 0.26
-2.72 -1.31 -2.68
2.11 -0.18 1.00
0.00 0.14 0.02
0.44 1.04 -0.06
-3.57 -0.32 -1.52
1.19 -0.14 0.43
1.58 -1.59 -1.22
2.38 -2.84 -2.51
0.23 -0.22 -0.61
0.04 0.02 -0.14
-1.22 -0.75 -1.79
0.10 -0.07 0.03
0.12 0.20 -1.32
-2.06 0.28 -0.92
-0.96 2.53 -0.35
-2.07 0.75 -0.56
0.11 0.14 0.07
-0.30 -1.55 0.10
-0.16 -0.36 0.15
0.22 -0.98 2.39
0.69 2.61 3.22
0.27 -0.47 -0.59
0.08 -0.12 -0.09
3.42 -3.14 -1.91
0.61 1.15 1.31
0.03 0.10 0.11
1.47 1.22 2.20
-0.06 -0.11 0.07

Results
LUMO level: -5.1 eV
E_tot: -52596.164 eV
max |F|: 5.85 eV/A
charge: +1